(1)
This record from the OMol25 dataset describes a 4-piece molecular cluster, C4H14NO5 overall. The level of theory is ωB97M-V with the def2-TZVPD basis set.

Cartesian coordinates (Å):
O 1.4575 -1.4281 0.8717
C 0.4523 -1.5753 0.2224
C -0.2592 -0.4995 -0.5103
C 0.2687 -0.2778 -1.9154
C -0.8321 -0.8877 -2.8885
O -1.8644 -1.2427 -2.4223
N -0.2302 0.7776 0.4974
H 0.0071 -2.5266 0.0556
H -1.4559 -0.7134 -0.6994
H 0.4933 0.7198 -2.2512
H 1.2109 -0.9876 -2.1382
H -0.5544 -0.9626 -3.8922
H -1.0306 0.8746 1.1093
H 0.6363 0.7337 1.1504
H 0.0232 1.6407 -0.0030
H 2.0706 -0.1004 2.7765
H 1.6995 1.2006 3.4877
O 1.4271 0.7040 2.6414
H -2.3128 -2.2985 1.9929
H -3.4279 -1.2289 1.6623
O -2.4724 -1.3126 1.7597
H 1.2420 3.7625 -0.8369
H 2.2178 2.6781 -0.3210
O 1.2336 2.9501 -0.3488

Molar mass ... 156.2 g mol⁻¹
2S+1 ... 2
Strongest force on any atom ... 5.7 eV/Å
Net charge ... +2
Relative energy (zero: lowest compared OMol25 entry of this formula, charge and spin) ... 109.1 kJ/mol

=====

(2)
This record from the OMol25 dataset describes a 2-piece molecular cluster, C4H14NOS overall. The level of theory is ωB97M-V with the def2-TZVPD basis set.

Cartesian coordinates (Å):
C -1.9600 -0.5493 0.2945
C -1.2352 -0.1689 -1.0580
C 0.2773 0.2316 -1.0685
S 1.4526 -1.1039 -0.7492
C 2.7563 -0.1263 -1.5209
N -0.8564 -0.9590 1.2780
H -2.4985 -1.4475 0.0568
H -2.4317 0.3402 0.7196
H -1.3882 -1.0905 -1.6108
H -1.8337 0.5854 -1.6351
H 0.5668 0.5103 -2.0853
H 0.4847 1.0785 -0.3874
H 3.7148 -0.4694 -1.1616
H 2.6715 -0.1271 -2.5900
H 2.9229 0.8108 -1.0203
H -0.3918 -0.0490 1.5083
H -0.1899 -1.5536 0.7805
H -1.2778 -1.3571 2.1181
H 0.5246 1.7132 2.8488
H -0.9159 2.2663 2.5822
O -0.3924 1.4653 2.7003

Molar mass ... 124.2 g mol⁻¹
Strongest force on any atom ... 2.7 eV/Å
Net charge ... +1
Relative energy (zero: lowest compared OMol25 entry of this formula, charge and spin) ... 110.9 kJ/mol

=====

(3)
This record from the OMol25 dataset describes a 2-piece molecular cluster, C4H14NOS2 overall. The level of theory is ωB97M-V with the def2-TZVPD basis set.

Cartesian coordinates (Å):
N 1.3032 -1.9868 -1.3218
C 2.1836 -0.9256 -0.7571
C 1.4360 0.4269 -0.6943
S 0.3516 0.1686 0.7475
S -1.4911 0.8179 0.7461
C -1.4250 2.5840 1.2801
C -2.5136 3.4571 0.6403
H 0.6169 -1.5589 -1.9415
H 1.8349 -2.6309 -1.9136
H 0.8637 -2.4802 -0.5324
H 3.0369 -0.6806 -1.3999
H 2.7269 -1.1183 0.1706
H 0.8988 0.6812 -1.6070
H 2.1586 1.1773 -0.3776
H -1.5586 2.6071 2.3689
H -0.4246 2.9768 1.2560
H -2.9883 4.2088 1.2808
H -3.3295 2.8618 0.2442
H -2.0609 4.0767 -0.1447
H -1.1915 -4.8257 1.0278
H 0.0653 -5.3199 0.4986
O -0.4933 -4.5172 0.4290

Molar mass ... 156.3 g mol⁻¹
Strongest force on any atom ... 3.2 eV/Å
Net charge ... +1
Relative energy (zero: lowest compared OMol25 entry of this formula, charge and spin) ... 118.5 kJ/mol

=====

(4)
This record from the OMol25 dataset describes a 2-piece molecular cluster, C4H14NOSi overall. The level of theory is ωB97M-V with the def2-TZVPD basis set.

Cartesian coordinates (Å):
C -1.4377 2.1466 0.9585
C -1.3813 -0.2066 -1.3764
C 2.8000 -0.4082 -1.4834
C 2.3725 -0.5046 -0.2403
N -0.5640 -0.6804 1.4375
O 1.7781 -1.6172 0.3034
Si -1.7940 0.3962 0.3585
H -2.3638 2.7129 1.0260
H -0.9931 2.1595 1.9527
H -0.7744 2.6919 0.2921
H -2.1271 0.1413 -2.0859
H -0.4150 0.1428 -1.7281
H -1.3846 -1.2945 -1.4224
H 3.2225 0.5061 -1.8570
H 2.7547 -1.2343 -2.1746
H 2.4086 0.3109 0.4667
H 0.3186 -0.9638 0.9583
H -0.9976 -1.5580 1.7224
H -0.2888 -0.2005 2.2965
H 1.8926 -2.3609 -0.3032
H -3.0264 -0.1794 0.8987

Molar mass ... 120.2 g mol⁻¹
Strongest force on any atom ... 1.1 eV/Å
Net charge ... +1
Relative energy (zero: lowest compared OMol25 entry of this formula, charge and spin) ... 0.0 kJ/mol

=====

(5)
This record from the OMol25 dataset describes a 3-piece molecular cluster, C4H14O2 overall. The level of theory is ωB97M-V with the def2-TZVPD basis set.

Cartesian coordinates (Å):
C -0.2906 2.0012 -0.7690
C -1.1583 0.7602 -0.8239
C -1.4994 0.1204 0.5573
C -0.6695 -1.1161 0.8438
H 0.4854 1.9317 -0.0037
H -0.7914 2.9423 -0.5103
H 0.1476 2.1843 -1.7504
H -0.5709 0.0313 -1.3458
H -2.0484 0.9166 -1.4214
H -2.5326 -0.1325 0.5416
H -1.3109 0.9110 1.2767
H -0.4852 -1.2531 1.9106
H 0.2627 -1.1396 0.2867
H -1.0447 -2.1023 0.5464
O 2.3193 -0.7422 2.1794
H 1.8411 -0.1589 2.7754
H 1.7125 -0.8133 1.4320
O 2.1534 -1.6024 -1.9544
H 1.6104 -1.3538 -2.6987
H 1.8694 -1.3848 -1.0724

Molar mass ... 94.2 g mol⁻¹
Structure (SMILES) ... CCCC.O.O
Strongest force on any atom ... 1.7 eV/Å
Net charge ... 0
Relative energy (zero: lowest compared OMol25 entry of this formula, charge and spin) ... 90.1 kJ/mol

=====

(6)
This record from the OMol25 dataset describes a 3-piece molecular cluster, C4H14O2S overall. The level of theory is ωB97M-V with the def2-TZVPD basis set.

Cartesian coordinates (Å):
C 1.1396 -1.7150 -1.3017
C 0.9640 -1.2861 0.1756
C 0.7640 0.2167 0.4057
C -0.5931 0.4037 1.1827
S -0.1310 0.6165 2.9634
H 1.8238 -2.6050 -1.3101
H 0.2643 -2.1576 -1.8072
H 1.7446 -1.0179 -1.8466
H 1.7620 -1.6305 0.7451
H 0.0627 -1.9449 0.6518
H 0.5205 0.7907 -0.6241
H 1.6666 0.5065 0.9724
H -1.4282 -0.2911 1.0773
H -0.9563 1.3606 0.6608
H 0.9936 -0.0152 3.0439
O -2.5129 0.2024 -1.7262
H -2.9445 -0.5353 -1.2164
H -2.1733 0.8027 -1.1283
O 0.8283 0.9310 -3.5935
H 0.0216 0.6471 -4.0464
H 0.5693 1.4417 -2.8026

Molar mass ... 126.2 g mol⁻¹
Structure (SMILES) ... CCCCS.O.O
Strongest force on any atom ... 3.9 eV/Å
Net charge ... 0
Relative energy (zero: lowest compared OMol25 entry of this formula, charge and spin) ... 203.4 kJ/mol

=====

(7)
This record from the OMol25 dataset describes a 3-piece molecular cluster, C4H14O2S overall. The level of theory is ωB97M-V with the def2-TZVPD basis set.

Cartesian coordinates (Å):
C 0.6093 -2.6215 0.2149
C 1.0240 -1.3360 -0.4896
C -0.0956 -0.2930 -0.5870
S 0.3032 1.4778 -0.3182
C -1.4310 2.0144 -0.0688
H -0.2566 -2.5000 0.8628
H 1.4992 -3.0020 0.7242
H 0.3802 -3.4089 -0.5022
H 1.9156 -0.8430 -0.0988
H 1.2989 -1.5717 -1.5348
H -0.7434 -0.3932 -1.4515
H -0.7662 -0.4087 0.2820
H -1.7041 1.8185 0.9758
H -2.1086 1.5063 -0.7474
H -1.5353 3.0940 -0.1535
O 0.3670 1.0680 4.4546
H -0.0929 0.6993 5.2088
H 1.1553 0.5571 4.2605
O -0.0195 1.0231 -3.6395
H 0.0920 1.4568 -4.4819
H 0.1086 1.6625 -2.9104

Molar mass ... 126.2 g mol⁻¹
Structure (SMILES) ... CCCSC.O.O
Strongest force on any atom ... 1.9 eV/Å
Net charge ... 0
Relative energy (zero: lowest compared OMol25 entry of this formula, charge and spin) ... 67.9 kJ/mol

=====

(8)
This record from the OMol25 dataset describes a 3-piece molecular cluster, C4H14O2S overall. The level of theory is ωB97M-V with the def2-TZVPD basis set.

Cartesian coordinates (Å):
C -3.4253 0.3400 -1.6014
C -3.8260 -0.2288 -0.2267
C -2.8407 0.5536 0.6865
S -1.5538 -0.5534 1.4080
C -0.2468 -0.6303 0.1602
H -3.8266 -0.4269 -2.2467
H -2.4122 0.4192 -2.0653
H -3.8248 1.3643 -1.5901
H -4.9897 -0.0814 0.1177
H -3.7006 -1.2342 -0.0677
H -2.4421 1.4148 0.1372
H -3.4188 0.7426 1.5355
H -0.1272 -1.6572 -0.2463
H 0.8315 -0.4284 0.4097
H -0.5585 0.0075 -0.6886
H 7.3825 0.6786 -0.7419
H 6.0811 0.1971 -0.7317
O 6.8260 0.2595 -1.3379
H 5.8987 -0.7026 2.7481
H 4.6759 0.1603 2.3083
O 5.4972 -0.1942 2.0331

Molar mass ... 126.2 g mol⁻¹
2S+1 ... 2
Strongest force on any atom ... 3.2 eV/Å
Net charge ... +1
Relative energy (zero: lowest compared OMol25 entry of this formula, charge and spin) ... 176.5 kJ/mol

=====

(9)
This record from the OMol25 dataset describes a 3-piece molecular cluster, C4H14O3 overall. The level of theory is ωB97M-V with the def2-TZVPD basis set.

Cartesian coordinates (Å):
C -0.1596 -2.2030 -1.5602
O 0.4900 -1.2895 -2.4995
C -1.2161 -1.4240 -0.7790
C -2.2515 -2.3203 -0.0977
C -2.7787 -1.8091 1.2548
H 0.6288 -2.6063 -1.0171
H -0.6768 -3.0206 -2.1160
H 1.3379 -1.2855 -2.0134
H -0.7069 -0.7386 -0.1062
H -1.6933 -0.7907 -1.4392
H -2.9745 -2.4312 -0.8393
H -1.9161 -3.3242 0.1515
H -3.6243 -0.9428 1.2453
H -3.1446 -2.4695 2.0602
H -2.0849 -1.1875 1.7691
H 4.4581 4.4930 1.0535
H 4.8364 5.0021 -0.3288
O 5.2580 4.7008 0.4853
H 2.0578 5.0599 0.8905
H 2.1306 4.3474 2.4401
O 2.0295 4.2395 1.4458

Molar mass ... 110.2 g mol⁻¹
2S+1 ... 2
Strongest force on any atom ... 4.0 eV/Å
Net charge ... -1
Relative energy (zero: lowest compared OMol25 entry of this formula, charge and spin) ... 134.9 kJ/mol

=====

(10)
This record from the OMol25 dataset describes a 4-piece molecular cluster, C4H14O3 overall. The level of theory is ωB97M-V with the def2-TZVPD basis set.

Cartesian coordinates (Å):
C -2.4565 0.9624 -2.0371
C -2.1227 0.5222 -0.6319
C -0.8762 0.5259 -0.1660
C -0.5181 0.2364 1.2703
H -3.4348 1.4506 -2.0762
H -1.7811 1.7544 -2.3653
H -2.4786 0.1523 -2.7584
H -2.9938 0.3938 -0.0044
H -0.1019 1.0473 -0.7261
H -1.3840 0.0074 1.8888
H -0.0441 1.1165 1.6994
H 0.2689 -0.5217 1.3801
O 2.7407 -0.4633 0.2134
H 2.7708 -0.7547 -0.7063
H 1.9147 -0.8767 0.5012
O 0.0336 -2.3555 -1.1755
H -0.7138 -2.8868 -1.4699
H -0.3234 -1.5264 -0.8343
O 3.5481 0.3644 2.9396
H 3.5154 0.1404 1.9983
H 4.4369 0.7110 3.0604

Molar mass ... 110.2 g mol⁻¹
Structure (SMILES) ... C/C=C/C.O.O.O
Strongest force on any atom ... 1.3 eV/Å
Net charge ... 0
Relative energy (zero: lowest compared OMol25 entry of this formula, charge and spin) ... 100.5 kJ/mol

=====

(11)
This record from the OMol25 dataset describes a 3-piece molecular cluster, C4H14O3 overall. The level of theory is ωB97M-V with the def2-TZVPD basis set.

Cartesian coordinates (Å):
C 1.8577 -0.3954 1.1160
C 0.6559 0.2387 0.3803
C -0.1650 1.2062 1.1876
C -1.5609 1.5271 0.6748
O -1.4639 1.9358 -0.7326
H 1.8537 -0.1023 2.1654
H 2.7572 -0.0496 0.5949
H 1.9132 -1.4800 1.0726
H 1.1017 0.6514 -0.5395
H -0.0888 -0.4348 -0.0919
H -0.1689 0.9176 2.2459
H 0.2975 2.2190 1.3480
H -1.8729 2.5166 0.9877
H -2.3148 0.7534 0.7431
H -1.3374 1.2082 -1.3507
O -1.0174 -0.6386 -2.8707
H -0.2263 -0.3703 -3.3538
H -1.8153 -0.2068 -3.1946
O 0.5646 -3.0535 -0.4895
H 1.1072 -3.7144 -0.0366
H -0.0771 -2.7280 0.1436

Molar mass ... 110.2 g mol⁻¹
Structure (SMILES) ... CCCCO.O.O
Strongest force on any atom ... 2.7 eV/Å
Net charge ... 0
Relative energy (zero: lowest compared OMol25 entry of this formula, charge and spin) ... 131.6 kJ/mol

=====

(12)
This record from the OMol25 dataset describes a 4-piece molecular cluster, C4H14O3 overall. The level of theory is ωB97M-V with the def2-TZVPD basis set.

Cartesian coordinates (Å):
C -2.0655 2.4344 -0.0811
C -2.2281 0.9268 -0.0324
C -1.3611 0.1517 -0.6696
C -1.3169 -1.3506 -0.6504
H -2.0497 2.8440 0.9303
H -2.8981 2.8633 -0.6393
H -1.1312 2.7160 -0.5671
H -3.2193 0.5892 0.2577
H -0.6232 0.5740 -1.3492
H -0.2977 -1.6398 -0.3827
H -1.3412 -1.7575 -1.6348
H -2.0961 -1.7618 -0.0173
O 3.0413 0.2616 -0.5352
H 3.9565 0.5635 -0.5396
H 3.1373 -0.6927 -0.6825
O 1.5633 -0.0656 1.6820
H 0.6146 0.0978 1.7324
H 1.8620 0.3793 0.8639
O 2.3048 -2.3358 0.4373
H 2.2076 -3.1805 0.8748
H 1.9408 -1.6174 1.0026

Molar mass ... 110.2 g mol⁻¹
Structure (SMILES) ... C/C=C/C.O.O.O
Strongest force on any atom ... 1.7 eV/Å
Net charge ... 0
Relative energy (zero: lowest compared OMol25 entry of this formula, charge and spin) ... 78.6 kJ/mol